# 1
# C6H10O

C6H10O as an isolated structure (ωB97M-V/def2-TZVPD, OMol25).

The geometry in XYZ format:
```
17
Properties=species:S:1:pos:R:3:forces:R:3
C -0.148 1.842 -0.136 0.1 0.3 2.1
C -0.079 0.368 -0.226 0.7 -0.7 -0.2
C 0.694 -0.818 -1.044 -0.6 0.6 -0.5
C 0.453 -1.572 0.276 0.2 0.4 0.4
C 0.773 -0.142 0.891 -0.5 1.3 2.4
O -0.951 -1.713 0.333 -0.1 0.0 0.2
C -1.399 -0.386 0.023 0.0 0.2 0.0
H 0.770 2.366 -0.420 -0.2 -0.1 0.0
H -0.062 1.778 1.250 -1.0 1.6 -3.7
H -1.034 2.328 -0.590 0.5 -0.2 0.6
H 0.062 -1.093 -1.881 0.2 -0.6 -0.2
H 1.747 -0.699 -1.334 -0.5 0.3 0.2
H 0.961 -2.500 0.560 -0.2 0.4 -0.1
H 1.840 0.089 0.783 -0.3 0.0 0.0
H 0.373 0.748 1.872 1.1 -3.6 -1.2
H -2.055 -0.406 -0.859 0.2 0.0 0.1
H -1.958 0.018 0.879 0.1 0.0 -0.1
```
Forces are in eV/Å.

The value obtained for the LUMO energy is 0.03224 Eh. The value obtained for the strongest force on any atom is 4.2 eV Å⁻¹. The value obtained for the relative energy (zero: lowest compared OMol25 entry of this formula, charge and spin) is 406.0 kJ/mol. Its total energy is -8427.0329 eV.

=====

# 2
# C2H2NO2S

An isolated ion of composition C2H2NO2S and charge -1 (ωB97M-V/def2-TZVPD, OMol25).

The geometry in XYZ format:
```
8
Properties=species:S:1:pos:R:3:forces:R:3
C 1.369 0.706 -0.028 -3.6 -0.7 -0.1
C -0.320 0.598 0.160 3.9 0.9 2.2
N 0.636 1.587 -0.529 -0.1 -0.1 -0.3
O 3.506 -0.437 -1.137 -0.2 0.5 0.6
O 3.291 -0.652 1.303 -0.2 0.4 -0.1
S 3.267 0.272 0.153 0.3 -0.7 -0.6
H -1.018 -0.131 -0.210 0.4 -0.1 -1.0
H -0.471 0.893 1.211 -0.5 -0.1 -0.7
```
Forces are in eV/Å.

The value obtained for the LUMO energy is 0.14954 Eh. The value obtained for the strongest force on any atom is 4.6 eV Å⁻¹. The value obtained for the relative energy (zero: lowest compared OMol25 entry of this formula, charge and spin) is 348.7 kJ/mol. As for the total charge: -1. Its total energy is -18524.8151 eV.

=====

# 3
# C31H59O18P

A 5-piece molecular cluster, C31H59O18P overall (ωB97M-V/def2-TZVPD, OMol25).

The geometry in XYZ format:
```
109
Properties=species:S:1:pos:R:3:forces:R:3
C -3.771 1.705 1.869 -0.1 0.0 0.1
C -2.908 0.655 1.155 -0.2 0.3 -0.1
C -2.769 -0.661 1.928 0.0 0.1 0.1
O -1.722 -0.606 2.900 0.0 0.1 -0.2
C -0.444 -0.847 2.359 0.3 -0.1 -0.2
C 0.600 -0.161 3.251 -1.1 -0.8 1.1
C 0.201 1.337 3.461 0.5 0.3 0.0
C 1.302 2.423 3.514 -0.1 0.3 0.0
C 2.122 2.677 2.223 0.1 -0.1 0.1
C 1.383 2.437 0.895 0.7 0.0 -0.6
C 2.376 1.930 -0.166 0.1 0.0 0.3
O 1.753 1.804 -1.463 0.0 -0.1 0.3
C 1.307 0.529 -1.699 -0.7 -0.2 0.1
C -0.177 0.322 -1.500 -0.4 0.1 -0.1
O 2.034 -0.356 -2.039 0.4 0.0 0.0
C 0.621 -0.864 4.641 0.2 -0.2 -0.5
C 2.011 -0.529 5.143 -0.6 -0.1 -0.2
O 2.424 -0.513 6.248 0.4 0.1 0.6
O 2.807 -0.200 4.062 0.1 0.1 -0.3
C 2.064 -0.456 2.883 -0.8 0.0 -1.2
P 2.547 -2.168 2.332 0.5 -0.8 0.9
O 2.825 -3.117 3.444 -0.3 0.5 -0.1
H -4.715 1.270 2.228 0.2 0.0 -0.1
H -3.257 2.126 2.745 -0.1 -0.1 -0.2
H -4.033 2.525 1.189 0.2 -0.1 0.1
H -1.912 1.091 0.979 -0.2 -0.2 0.0
H -3.336 0.465 0.157 0.1 -0.1 0.3
H -2.610 -1.517 1.257 0.0 0.1 0.1
H -3.689 -0.841 2.499 0.2 -0.1 -0.1
H -0.364 -0.485 1.315 -0.1 0.1 0.2
H -0.269 -1.937 2.322 0.0 0.2 0.0
H -0.539 1.648 2.714 0.1 -0.2 0.1
H -0.327 1.386 4.423 0.0 0.0 -0.3
H 0.790 3.362 3.776 0.0 -0.3 -0.1
H 2.005 2.237 4.337 -0.2 0.0 -0.2
H 2.498 3.711 2.225 -0.1 -0.3 0.1
H 3.029 2.053 2.252 -0.2 0.1 0.0
H 0.962 3.370 0.499 -0.3 -0.3 0.2
H 0.607 1.669 0.977 -0.1 0.3 0.1
H 2.769 0.942 0.124 0.1 0.3 -0.1
H 3.239 2.599 -0.262 -0.2 0.0 -0.1
H -0.714 0.572 -2.428 0.2 -0.1 0.2
H -0.387 -0.725 -1.257 0.1 0.1 -0.2
H -0.601 0.957 -0.716 0.3 0.0 -0.2
H -0.181 -0.623 5.340 0.3 0.2 -0.1
H 0.611 -1.953 4.482 0.0 0.1 0.1
H 2.333 0.147 2.010 0.5 0.3 0.5
H 1.588 -2.663 1.424 0.0 0.4 -0.2
H 3.690 -1.923 1.546 -0.2 0.2 -0.2
C 3.346 -9.324 -0.089 0.1 0.1 0.2
C 1.929 -8.797 -0.171 0.1 -0.1 -0.3
O 1.428 -8.418 1.121 -0.1 0.1 0.0
C 1.852 -7.236 1.572 0.1 -0.1 0.0
O 2.571 -6.473 0.974 -0.1 0.0 0.0
O 1.353 -7.045 2.788 0.0 0.0 0.0
C 1.830 -5.844 3.427 -0.2 -0.2 0.1
H 3.409 -10.136 0.636 0.0 -0.1 -0.1
H 3.666 -9.694 -1.063 0.0 0.0 0.0
H 4.034 -8.540 0.225 0.0 0.0 -0.1
H 1.255 -9.577 -0.521 -0.1 0.0 0.1
H 1.855 -7.956 -0.859 0.0 0.1 0.1
H 1.682 -4.987 2.788 0.1 0.0 -0.1
H 2.883 -5.948 3.675 0.0 0.1 -0.1
H 1.249 -5.727 4.337 0.0 -0.1 0.0
C 0.504 -3.116 -3.185 -0.2 -0.1 0.0
C 0.868 -3.507 -1.770 0.3 0.1 -0.2
O -0.294 -3.920 -1.028 0.0 0.1 0.2
C -0.741 -5.151 -1.256 -0.1 0.0 0.0
O -0.256 -5.963 -1.998 0.0 0.0 0.0
O -1.838 -5.324 -0.514 0.0 0.0 0.0
C -2.493 -6.581 -0.697 -0.1 -0.1 0.0
H -0.297 -2.373 -3.174 0.1 0.1 0.0
H 1.366 -2.694 -3.700 0.0 0.0 0.1
H 0.149 -3.979 -3.747 0.1 0.0 0.0
H 1.256 -2.644 -1.232 -0.1 0.0 0.1
H 1.633 -4.283 -1.747 -0.1 -0.1 0.0
H -1.799 -7.406 -0.567 0.1 0.0 0.0
H -2.946 -6.629 -1.687 0.1 0.0 0.0
H -3.268 -6.632 0.062 0.0 0.1 0.0
C -6.959 3.805 -2.911 0.2 0.2 0.0
C -6.159 2.522 -2.976 -0.4 -0.1 0.1
O -4.817 2.754 -3.433 0.1 0.0 0.0
C -3.978 3.236 -2.520 0.0 -0.1 0.0
O -4.234 3.457 -1.364 0.0 0.0 0.0
O -2.790 3.414 -3.099 0.0 0.0 0.0
C -1.800 3.988 -2.243 0.2 0.0 0.1
H -6.931 4.319 -3.873 -0.1 -0.1 0.0
H -7.996 3.589 -2.658 0.0 0.0 0.0
H -6.553 4.479 -2.158 0.0 -0.1 0.0
H -6.592 1.839 -3.705 0.1 0.0 -0.1
H -6.138 2.013 -2.013 0.1 0.1 0.0
H -1.724 3.427 -1.312 -0.1 0.1 0.0
H -2.027 5.032 -2.033 -0.1 0.0 0.1
H -0.856 3.934 -2.774 -0.1 -0.1 -0.2
C 2.179 9.620 -2.673 0.1 -0.2 0.1
C 1.474 8.861 -3.776 -0.1 0.3 0.0
O 2.114 7.606 -4.052 0.0 0.0 0.0
C 1.842 6.624 -3.198 0.0 0.0 -0.1
O 1.098 6.689 -2.251 0.0 0.0 0.0
O 2.521 5.541 -3.575 0.0 0.0 0.0
C 2.359 4.421 -2.701 0.1 -0.2 0.0
H 3.238 9.737 -2.909 0.0 0.1 -0.1
H 1.735 10.607 -2.551 0.0 0.0 0.0
H 2.105 9.088 -1.724 -0.1 0.0 0.0
H 1.523 9.416 -4.711 0.1 -0.1 -0.1
H 0.423 8.695 -3.539 0.0 -0.1 0.1
H 1.309 4.212 -2.536 0.0 0.0 0.1
H 2.854 4.614 -1.749 -0.1 0.0 0.0
H 2.823 3.567 -3.183 0.0 0.1 -0.1
```
Forces are in eV/Å.

The SMILES is CCCOC[C@@]1(CCCCCOC(C)=O)CC(=O)O[C@H]1[PH2]=O.CCOC(=O)OC.CCOC(=O)OC.CCOC(=O)OC.CCOC(=O)OC. The value obtained for the LUMO energy is 0.01527 Eh. The value obtained for the strongest force on any atom is 1.7 eV Å⁻¹. Its total energy is -79248.5059 eV.

=====

# 4
# C6H9N

C6H9N as an isolated structure (ωB97M-V/def2-TZVPD, OMol25).

The geometry in XYZ format:
```
16
Properties=species:S:1:pos:R:3:forces:R:3
C 0.096 0.120 -0.383 -1.3 -0.1 -0.6
C 0.807 -0.815 0.211 0.2 0.7 -0.7
C -1.189 -0.763 0.105 3.2 0.5 0.9
C 0.400 1.364 -1.144 -1.0 -2.8 -1.9
C 2.277 -1.116 0.325 -2.5 0.0 0.7
C -2.626 -0.612 0.101 0.0 1.7 -4.8
N -0.386 -1.558 0.716 -1.1 -1.3 0.5
H 0.658 2.032 -0.410 0.0 2.6 1.3
H -0.513 1.575 -1.824 2.0 0.3 0.9
H 1.368 1.106 -1.629 -0.8 0.6 -0.6
H 2.744 -0.902 -0.608 0.6 0.0 -0.6
H 2.261 -2.157 0.595 0.9 -0.5 0.1
H 2.638 -0.477 1.111 0.7 -0.1 0.4
H -2.824 0.506 0.019 -0.1 -1.4 -0.2
H -3.152 -0.965 0.877 -1.5 -1.5 3.2
H -3.045 -1.187 -0.829 0.6 1.4 1.3
```
Forces are in eV/Å.

The value obtained for the LUMO energy is 0.03229 Eh. The value obtained for the strongest force on any atom is 5.1 eV Å⁻¹. The value obtained for the relative energy (zero: lowest compared OMol25 entry of this formula, charge and spin) is 405.0 kJ/mol. Its total energy is -7853.9620 eV.

=====

# 5
# C10H14N2PPt

C10H14N2PPt as an isolated structure (ωB97M-V/def2-TZVPD, OMol25).

The geometry in XYZ format:
```
28
Properties=species:S:1:pos:R:3:forces:R:3
C 1.448 -1.534 -2.445 2.3 -0.2 -0.6
C 2.795 -1.163 -2.785 -1.7 -0.6 0.9
C 2.807 0.252 -2.929 0.0 -0.7 -0.7
C 1.470 0.738 -2.912 -1.5 -1.2 1.1
C 0.628 -0.353 -2.516 0.7 2.4 -0.9
Pt -0.795 -1.733 -0.070 -0.3 -0.5 0.4
P -1.219 -3.764 0.323 0.4 0.1 -1.1
H 1.086 -2.527 -2.187 0.1 0.3 -0.1
H 3.627 -1.854 -2.896 -0.2 0.3 0.3
H 3.703 0.860 -3.067 -0.3 -0.2 -0.1
H -0.439 -0.312 -2.281 0.4 -0.1 -0.3
H 1.158 1.762 -3.109 0.1 -0.3 0.3
H -1.014 -4.094 1.696 -0.2 -0.3 -0.4
H -0.419 -4.721 -0.364 -0.5 -0.7 0.5
H -2.566 -4.200 0.092 0.6 -0.4 0.3
N -0.981 3.410 3.171 0.1 2.3 1.8
C -0.991 2.326 2.349 0.0 -1.1 -0.7
C -0.200 2.301 1.181 0.4 -1.2 -1.2
C -0.166 1.149 0.396 0.3 2.5 1.1
N -0.879 0.074 0.784 0.4 -1.1 -1.9
C -1.673 0.071 1.878 -0.5 1.2 1.6
C -1.729 1.179 2.701 -0.1 -1.2 -0.7
H -0.457 4.245 2.947 -0.3 -0.4 0.0
H -1.554 3.451 4.003 0.2 -0.1 -0.5
H 0.435 3.140 0.909 -0.1 0.1 0.0
H 0.408 1.044 -0.524 -0.1 0.3 0.5
H -2.180 -0.874 2.037 -0.1 0.3 0.4
H -2.300 1.128 3.618 -0.2 0.1 0.1
```
Forces are in eV/Å.

The spin multiplicity is 3. The value obtained for the LUMO energy (alpha / beta) is 0.10997 / 0.04684 Eh. The value obtained for the strongest force on any atom is 2.9 eV Å⁻¹. As for the total charge: -1. Its expectation value of S² is 2.045. Its total energy is -26108.5465 eV.